Record 1
{
  "formula": "C3H4O3",
  "method": "ωB97M-V/def2-TZVPD",
  "symbols": ["O", "O", "O", "C", "C", "C", "H", "H", "H", "H"],
  "positions_angstrom": [[-0.98, 0.97, 1.10], [1.30, 1.25, -0.95], [-0.94, -0.49, -0.60], [1.28, 0.41, -0.09], [0.38, -0.83, -0.17], [-1.52, 0.44, 0.17], [0.33, -1.32, 0.81], [0.77, -1.52, -0.91], [-2.54, 0.63, -0.17], [1.92, 0.46, 0.81]],
  "lowdin_charge": [0.083, 0.076, -0.012, -0.242, -0.129, -0.326, 0.129, 0.139, 0.153, 0.130],
  "homo_energy_ev": -10.19,
  "charge": 0
}



Record 2
{
  "formula": "C3H4O3Rb",
  "method": "ωB97M-V/def2-TZVPD",
  "symbols": ["Rb", "O", "O", "O", "C", "C", "C", "H", "H", "H", "H"],
  "positions_angstrom": [[-1.98, -2.90, 2.01], [0.61, -1.42, 1.51], [1.78, 0.27, 0.61], [-1.39, -0.92, -0.24], [0.91, -0.67, 0.50], [-0.15, -0.41, -0.53], [0.03, 1.34, -0.50], [-0.40, 1.97, -1.30], [-0.73, 1.66, 0.23], [0.27, -0.64, -1.53], [1.04, 1.71, -0.76]],
  "lowdin_charge": [0.888, -0.235, -0.161, -0.421, -0.678, -0.497, -0.090, 0.002, 0.049, 0.098, 0.045],
  "homo_energy_ev": -2.12,
  "charge": -1
}



Record 3
{
  "formula": "C3H4O3S",
  "method": "ωB97M-V/def2-TZVPD",
  "symbols": ["S", "O", "O", "O", "C", "C", "C", "H", "H", "H", "H"],
  "positions_angstrom": [[-2.21, -0.49, -0.17], [-3.15, -1.15, 0.70], [-0.25, 1.32, 0.09], [-2.76, 0.33, -1.22], [1.09, 0.75, 0.43], [1.62, -0.37, -0.37], [-1.04, 0.60, 0.85], [1.95, -1.21, 0.25], [2.49, 0.00, -0.91], [1.37, 0.93, 1.46], [0.91, -0.71, -1.12]],
  "lowdin_charge": [0.746, -0.390, -0.152, -0.378, -0.052, -0.083, -0.059, 0.090, 0.088, 0.104, 0.084],
  "homo_energy_ev": [-9.16, -9.55],
  "charge": 0
}



Record 4
{
  "formula": "C3H4O4",
  "method": "ωB97M-V/def2-TZVPD",
  "symbols": ["O", "O", "O", "O", "C", "C", "C", "H", "H", "H", "H"],
  "positions_angstrom": [[-0.89, 0.87, 1.44], [-1.53, 1.63, -0.45], [2.82, -1.53, -1.60], [-0.47, -0.88, -0.36], [0.81, -1.41, -0.13], [1.87, -1.33, -0.93], [-1.00, 1.84, 0.58], [-0.59, -0.25, -1.09], [-1.23, 0.11, 0.91], [0.85, -1.87, 0.82], [-0.64, 2.83, 0.81]],
  "lowdin_charge": [0.087, 0.064, 0.159, -0.067, -0.136, -0.137, -0.430, 0.103, 0.100, 0.115, 0.141],
  "homo_energy_ev": -8.83,
  "charge": 0
}



Record 5
{
  "formula": "C3H4O4",
  "method": "ωB97M-V/def2-TZVPD",
  "symbols": ["O", "O", "O", "O", "C", "C", "C", "H", "H", "H", "H"],
  "positions_angstrom": [[0.65, -0.82, 1.76], [-1.31, -0.66, -1.49], [-0.96, 0.72, 1.61], [1.62, 1.90, -0.12], [0.13, 0.30, 1.26], [0.06, -0.24, -1.06], [0.97, 1.05, 0.40], [-0.18, -1.32, 2.04], [0.16, -1.23, -0.56], [-1.76, 0.06, -2.01], [0.63, 0.24, -1.83]],
  "lowdin_charge": [0.102, -0.107, 0.098, 0.174, -0.638, -0.018, -0.060, 0.176, 0.096, 0.098, 0.079],
  "homo_energy_ev": -8.57,
  "charge": 0
}



Record 6
{
  "formula": "C3H4O4Y",
  "method": "ωB97M-V/def2-TZVPD",
  "symbols": ["Y", "O", "O", "O", "O", "C", "C", "C", "H", "H", "H", "H"],
  "positions_angstrom": [[3.81, 0.56, 0.04], [2.04, 0.28, -1.37], [-0.03, 0.96, -0.85], [1.57, 0.61, 0.74], [-0.31, -1.48, 0.53], [-1.46, -0.74, 0.19], [1.16, 0.51, -0.48], [-1.13, 0.70, -0.05], [-1.86, -1.19, -0.74], [0.34, -0.91, 1.12], [-2.24, -0.78, 0.97], [-1.88, 1.48, -0.09]],
  "mulliken_spin": [0.050, 0.002, 0.038, 0.018, 0.020, -0.028, 0.014, 0.791, 0.066, -0.009, 0.018, 0.018],
  "spin_multiplicity": 2,
  "s_squared": 0.75,
  "homo_energy_ev": [-15.13, -17.18],
  "charge": 2
}



Record 7
{
  "formula": "C3H4O4Yb",
  "method": "ωB97M-V/def2-TZVPD",
  "symbols": ["Yb", "O", "O", "O", "O", "C", "C", "C", "H", "H", "H", "H"],
  "positions_angstrom": [[-1.52, -0.21, -2.43], [1.51, -1.69, 3.65], [-1.70, -1.01, -0.08], [-0.52, -2.17, -1.47], [0.02, -2.22, 0.69], [0.44, -1.17, 1.61], [-0.82, -1.92, -0.26], [1.73, -1.53, 2.23], [1.91, -0.95, 4.10], [2.06, -2.52, 1.85], [-0.42, -1.05, 2.30], [0.43, -0.13, 0.86]],
  "mulliken_spin": [0.003, 0.065, 0.001, 0.004, 0.007, 0.000, 0.005, 0.816, 0.004, 0.031, 0.007, 0.058],
  "spin_multiplicity": 2,
  "s_squared": 0.75,
  "homo_energy_ev": [-12.01, -13.38],
  "charge": 1
}



Record 8
{
  "formula": "C3H4OP2",
  "method": "ωB97M-V/def2-TZVPD",
  "symbols": ["P", "P", "O", "C", "C", "C", "H", "H", "H", "H"],
  "positions_angstrom": [[-1.09, 1.42, 1.34], [-1.35, 1.28, -0.80], [1.27, -1.63, 0.32], [-0.26, -0.11, 1.44], [0.01, 0.28, -1.22], [0.36, -0.59, 0.25], [0.15, -0.59, 2.27], [-0.05, -0.38, -2.18], [1.58, -2.13, -0.51], [-0.61, 2.46, -0.90]],
  "lowdin_charge": [0.660, 0.499, -0.026, -0.471, -0.393, -0.390, 0.026, 0.038, 0.161, -0.104],
  "homo_energy_ev": [-7.99, -7.90],
  "charge": 0
}



Record 9
{
  "formula": "C3H4OS",
  "method": "ωB97M-V/def2-TZVPD",
  "symbols": ["S", "O", "C", "C", "C", "H", "H", "H", "H"],
  "positions_angstrom": [[0.87, 1.32, -1.89], [-0.09, 1.36, 0.73], [-0.59, -0.95, 0.94], [0.33, 0.03, -1.06], [-0.10, 0.12, 0.30], [0.52, -0.87, -1.57], [0.51, 1.86, 0.11], [-0.92, -1.07, 2.00], [-0.54, -1.80, 0.42]],
  "lowdin_charge": [0.781, 0.003, 0.126, -0.544, -0.552, 0.038, 0.027, 0.100, 0.020],
  "homo_energy_ev": -9.38,
  "charge": 0
}



Record 10
{
  "formula": "C3H4OS",
  "method": "ωB97M-V/def2-TZVPD",
  "symbols": ["S", "O", "C", "C", "C", "H", "H", "H", "H"],
  "positions_angstrom": [[1.82, 1.48, 0.39], [1.81, 1.49, -1.10], [-0.91, 0.08, -0.62], [0.37, -1.27, 1.27], [-0.20, -0.60, 0.42], [-1.63, -0.75, -0.85], [0.58, -1.98, 1.99], [-0.53, 0.57, -1.50], [-1.31, 0.99, 0.00]],
  "lowdin_charge": [0.757, -0.665, -0.141, 0.080, -0.324, 0.102, 0.009, 0.058, 0.123],
  "homo_energy_ev": [-8.89, -8.79],
  "charge": 0
}



Record 11
{
  "formula": "C3H4OS",
  "method": "ωB97M-V/def2-TZVPD",
  "symbols": ["S", "O", "C", "C", "C", "H", "H", "H", "H"],
  "positions_angstrom": [[-0.37, -1.29, -1.49], [-1.02, 1.06, 1.55], [0.19, -0.02, -0.36], [-0.76, 0.07, 0.94], [1.22, 0.76, -0.48], [-1.58, -1.24, 1.52], [1.62, 1.48, 0.25], [-1.13, -1.73, -0.47], [1.83, 0.90, -1.47]],
  "lowdin_charge": [0.754, 0.046, -0.682, -0.281, -0.046, 0.196, 0.080, -0.177, 0.110],
  "homo_energy_ev": -9.32,
  "charge": 0
}



Record 12
{
  "formula": "C3H4OS2",
  "method": "ωB97M-V/def2-TZVPD",
  "symbols": ["S", "S", "O", "C", "C", "C", "H", "H", "H", "H"],
  "positions_angstrom": [[0.88, 0.77, -0.82], [2.61, 1.54, -0.40], [0.43, 0.91, -2.20], [-0.85, -0.66, 0.68], [-1.64, 0.16, 1.09], [0.10, -1.51, 0.19], [-0.03, 1.42, 0.17], [1.04, -1.62, 0.72], [-2.46, 0.82, 1.34], [-0.09, -1.82, -0.77]],
  "lowdin_charge": [0.302, 0.198, -0.513, -0.335, 0.113, 0.001, 0.038, 0.089, 0.058, 0.049],
  "homo_energy_ev": [-8.96, -8.87],
  "charge": 0
}